(1)
{
  "formula": "C4H10O2",
  "method": "ωB97M-V with the def2-TZVPD basis set",
  "lumo_ev": [0.9, 0.9],
  "homo_lumo_gap_ev": [8.37, 8.21],
  "relative_energy_kj_mol": 486.4,
  "energy_ha": -308.7129,
  "species": ["C", "O", "C", "C", "O", "C", "H", "H", "H", "H", "H", "H", "H", "H", "H", "H"],
  "xyz": [[-2.541, -0.301, 0.639], [-2.221, -0.982, -0.427], [-1.479, -0.609, -1.417], [0.715, -0.392, 0.643], [0.969, 0.777, -0.098], [2.336, 1.093, -0.090], [-3.187, -0.813, 1.336], [-0.362, -0.459, 0.827], [-2.306, 0.757, 0.675], [-1.271, -1.374, -2.149], [-1.036, 0.382, -1.411], [1.209, -0.347, 1.626], [1.065, -1.290, 0.113], [2.682, 1.301, 0.935], [2.947, 0.271, -0.499], [2.479, 1.986, -0.703]],
  "mulliken_charge": [-0.59, -0.26, -0.55, -0.47, -0.27, -0.68, 0.29, 0.01, 0.37, 0.29, 0.42, 0.36, 0.29, 0.27, 0.29, 0.24]
}

(2)
{
  "formula": "C4H10O2",
  "method": "ωB97M-V with the def2-TZVPD basis set",
  "lumo_ev": 0.8,
  "homo_lumo_gap_ev": 9.93,
  "relative_energy_kj_mol": 177.3,
  "energy_ha": -308.8306,
  "smiles": "C/C=C/CO.O",
  "species": ["C", "C", "O", "C", "C", "H", "H", "H", "H", "H", "H", "H", "H", "H", "H", "O"],
  "xyz": [[-1.690, 1.391, -0.816], [1.071, -1.317, -0.592], [1.454, -1.885, 0.659], [-0.124, -0.436, -0.446], [-0.345, 0.716, -1.067], [-2.355, 0.844, -1.492], [-1.832, 1.448, 0.255], [-1.687, 2.344, -1.410], [1.981, -0.811, -0.909], [0.831, -2.103, -1.327], [0.891, -1.588, 1.386], [-0.917, -0.818, 0.190], [0.338, 1.146, -1.803], [0.597, 0.718, 3.143], [1.323, 0.131, 1.894], [0.466, 0.221, 2.335]],
  "mulliken_charge": [-1.12, -0.32, -0.57, -0.41, -0.06, 0.30, 0.35, 0.29, 0.27, 0.26, 0.37, 0.33, 0.36, 0.29, 0.32, -0.65]
}

(3)
{
  "formula": "C4H10O2",
  "method": "ωB97M-V with the def2-TZVPD basis set",
  "lumo_ev": 1.0,
  "homo_lumo_gap_ev": 9.32,
  "relative_energy_kj_mol": 338.4,
  "energy_ha": -308.7693,
  "smiles": "C[C@@H](O)[C@@H](C)O",
  "species": ["C", "C", "O", "C", "C", "O", "H", "H", "H", "H", "H", "H", "H", "H", "H", "H"],
  "xyz": [[1.951, -0.402, -0.110], [0.686, -0.141, 0.637], [0.891, 0.901, 1.596], [-0.630, -0.107, -0.694], [-2.069, -0.487, -0.271], [-0.376, 1.298, -0.573], [2.107, 0.382, -0.866], [1.822, -1.351, -0.623], [2.826, -0.422, 0.551], [0.210, -0.889, 1.235], [1.564, 1.548, 1.311], [-0.621, -0.264, -1.821], [-2.489, -1.386, -0.751], [-2.122, -0.649, 0.809], [-2.769, 0.334, -0.516], [-0.979, 1.633, 0.084]],
  "mulliken_charge": [-1.43, 0.28, -0.54, 0.15, -1.31, -0.53, 0.35, 0.37, 0.39, 0.41, 0.33, 0.24, 0.36, 0.33, 0.32, 0.29]
}

(4)
{
  "formula": "C4H10O2",
  "method": "ωB97M-V with the def2-TZVPD basis set",
  "lumo_ev": 0.8,
  "homo_lumo_gap_ev": 11.17,
  "relative_energy_kj_mol": 202.7,
  "energy_ha": -308.8209,
  "smiles": "OCCCCO",
  "species": ["C", "C", "C", "O", "C", "O", "H", "H", "H", "H", "H", "H", "H", "H", "H", "H"],
  "xyz": [[0.418, 0.303, -0.928], [-0.524, -0.834, -0.647], [-1.177, -0.633, 0.648], [-2.400, -1.427, 0.752], [1.321, 0.794, 0.187], [2.460, 1.611, -0.164], [1.111, 0.249, -1.737], [-0.219, 1.154, -1.167], [-1.440, -0.759, -1.322], [-0.030, -1.756, -0.854], [-0.469, -1.006, 1.455], [-1.528, 0.467, 0.547], [-2.663, -1.250, 1.674], [0.604, 1.343, 0.982], [1.854, -0.043, 0.663], [2.075, 2.352, -0.509]],
  "mulliken_charge": [-0.71, -0.42, -0.41, -0.52, -0.31, -0.50, 0.37, 0.30, 0.24, 0.36, 0.27, 0.24, 0.33, 0.19, 0.27, 0.29]
}

(5)
{
  "formula": "C4H10O2",
  "method": "ωB97M-V with the def2-TZVPD basis set",
  "lumo_ev": 1.0,
  "homo_lumo_gap_ev": 11.19,
  "relative_energy_kj_mol": 160.9,
  "energy_ha": -308.8369,
  "smiles": "CC[C@@H](O)CO",
  "species": ["C", "C", "C", "C", "H", "H", "H", "H", "H", "H", "H", "H", "H", "H", "O", "O"],
  "xyz": [[-0.132, -1.375, -1.673], [0.371, -1.192, -0.167], [-0.099, -0.085, 0.648], [0.203, 1.298, 0.166], [-0.053, -0.567, -2.526], [-1.248, -1.530, -1.530], [0.320, -2.313, -2.081], [1.443, -1.022, -0.225], [0.119, -2.152, 0.446], [-1.145, -0.151, 0.863], [1.434, -0.511, 1.828], [1.200, 1.333, -0.398], [0.259, 2.039, 1.020], [-1.716, 1.688, -0.476], [0.479, -0.322, 1.930], [-0.813, 1.736, -0.776]],
  "mulliken_charge": [-1.05, -0.64, 0.26, -0.50, 0.26, 0.27, 0.33, 0.41, 0.22, 0.39, 0.35, 0.22, 0.28, 0.30, -0.58, -0.50]
}

(6)
{
  "formula": "C4H10O2",
  "method": "ωB97M-V with the def2-TZVPD basis set",
  "lumo_ev": 0.9,
  "homo_lumo_gap_ev": 10.44,
  "relative_energy_kj_mol": 172.7,
  "energy_ha": -308.8324,
  "smiles": "CC(C)=O.CO",
  "species": ["C", "O", "C", "C", "C", "O", "H", "H", "H", "H", "H", "H", "H", "H", "H", "H"],
  "xyz": [[2.563, -0.891, -0.117], [1.784, 0.022, 0.601], [-0.240, 0.647, -0.805], [-1.201, -0.008, 0.104], [-2.593, 0.525, 0.114], [-0.810, -0.862, 0.892], [2.005, -1.449, -0.894], [3.361, -0.335, -0.619], [3.003, -1.618, 0.572], [0.462, -0.064, -1.262], [-0.541, 1.395, -1.528], [0.045, 1.236, 0.111], [-2.974, 0.601, 1.131], [-3.155, -0.232, -0.438], [-2.677, 1.481, -0.414], [0.974, -0.449, 0.878]],
  "mulliken_charge": [-0.67, -0.52, -0.86, 0.91, -1.08, -0.67, 0.29, 0.25, 0.28, 0.03, 0.37, 0.37, 0.32, 0.29, 0.32, 0.38]
}

(7)
{
  "formula": "C4H10O2",
  "method": "ωB97M-V with the def2-TZVPD basis set",
  "lumo_ev": 0.9,
  "homo_lumo_gap_ev": 11.06,
  "relative_energy_kj_mol": 132.4,
  "energy_ha": -308.8477,
  "smiles": "OCCCCO",
  "species": ["C", "O", "C", "C", "C", "O", "H", "H", "H", "H", "H", "H", "H", "H", "H", "H"],
  "xyz": [[1.561, 0.060, 0.658], [2.491, 1.187, 0.460], [0.209, 0.683, 0.289], [-1.116, -0.002, 0.583], [-1.332, -1.175, -0.377], [-1.974, -0.695, -1.554], [1.918, -0.680, -0.049], [1.584, -0.270, 1.687], [3.092, 1.049, 1.199], [0.214, 0.987, -0.778], [0.249, 1.644, 0.807], [-1.976, 0.663, 0.428], [-1.136, -0.279, 1.650], [-1.930, -1.906, 0.200], [-0.372, -1.691, -0.597], [-1.399, -0.986, -2.281]],
  "mulliken_charge": [-0.36, -0.51, -0.63, -0.47, -0.40, -0.50, 0.22, 0.36, 0.30, 0.24, 0.29, 0.31, 0.33, 0.22, 0.28, 0.32]
}

(8)
{
  "formula": "C4H10O2",
  "method": "ωB97M-V with the def2-TZVPD basis set",
  "lumo_ev": 0.6,
  "homo_lumo_gap_ev": 9.99,
  "relative_energy_kj_mol": 324.2,
  "energy_ha": -308.7747,
  "smiles": "C/C=C/CO.O",
  "species": ["C", "C", "O", "C", "C", "H", "H", "H", "H", "H", "H", "H", "H", "H", "H", "O"],
  "xyz": [[-0.641, 2.306, 0.676], [-1.239, -1.301, -0.358], [-0.526, -2.627, 0.099], [-0.747, -0.230, 0.610], [-0.351, 0.948, 0.055], [-1.117, 2.343, 1.714], [0.365, 2.770, 0.940], [-0.982, 3.175, -0.074], [-0.937, -0.991, -1.322], [-2.208, -1.626, -0.611], [0.362, -2.521, -0.097], [-1.044, -0.160, 1.684], [-0.164, 1.008, -0.994], [3.545, -0.389, -0.927], [2.492, -1.416, -0.295], [3.194, -1.289, -1.099]],
  "mulliken_charge": [-1.01, -0.42, -0.53, -0.06, -0.14, 0.29, 0.27, 0.26, 0.23, 0.32, 0.26, 0.21, 0.31, 0.32, 0.33, -0.65]
}